{"formula": "C70H66Ge2I2MgN4O3S4", "method": "ωB97M-V/def2-TZVPD", "elements": ["Mg", "C", "C", "N", "N", "C", "O", "C", "C", "C", "C", "C", "C", "C", "C", "C", "C", "C", "N", "H", "H", "H", "H", "H", "H", "H", "H", "H", "H", "H", "H", "C", "C", "C", "C", "C", "C", "C", "C", "C", "C", "C", "C", "C", "C", "C", "Ge", "S", "S", "Ge", "S", "S", "C", "C", "C", "C", "C", "C", "C", "C", "C", "C", "C", "C", "C", "C", "C", "C", "C", "C", "C", "C", "C", "C", "C", "C", "C", "C", "C", "C", "C", "C", "C", "C", "C", "H", "H", "H", "H", "H", "H", "H", "H", "H", "H", "H", "H", "H", "H", "H", "H", "H", "H", "H", "H", "H", "H", "H", "H", "H", "H", "H", "H", "H", "H", "H", "H", "H", "H", "H", "H", "H", "H", "H", "H", "H", "H", "H", "H", "H", "H", "H", "H", "H", "H", "I", "I", "O", "C", "N", "C", "O", "C", "C", "C", "C", "C", "C", "H", "H", "H", "H"], "xyz": [[-0.03, -0.08, 0.16], [0.81, -3.73, -1.93], [0.20, -2.50, -1.32], [0.87, -1.45, -0.99], [2.16, -1.28, -1.23], [2.50, -0.05, -0.85], [1.73, 0.74, -0.26], [3.86, 0.37, -1.27], [4.77, -0.56, -1.75], [5.97, -0.15, -2.29], [6.27, 1.20, -2.35], [5.39, 2.13, -1.83], [4.19, 1.73, -1.28], [-1.23, -2.37, -1.12], [-2.12, -3.44, -1.26], [-3.47, -3.21, -1.08], [-3.90, -1.91, -0.85], [-2.95, -0.91, -0.74], [-1.66, -1.14, -0.85], [1.87, -3.53, -2.10], [0.70, -4.58, -1.27], [0.33, -3.95, -2.88], [4.50, -1.61, -1.70], [6.66, -0.88, -2.68], [7.20, 1.52, -2.81], [5.64, 3.19, -1.87], [3.49, 2.45, -0.89], [-1.74, -4.44, -1.45], [-4.17, -4.03, -1.12], [-4.94, -1.68, -0.70], [-3.25, 0.10, -0.54], [-5.73, 0.02, 3.95], [-4.73, 1.14, 3.97], [-5.03, 2.37, 3.40], [-4.10, 3.40, 3.38], [-4.48, 4.75, 2.86], [-2.83, 3.18, 3.92], [-2.53, 1.97, 4.55], [-1.23, 1.76, 5.26], [-3.49, 0.97, 4.56], [-1.91, 4.34, 3.97], [-1.94, 5.08, 5.14], [-1.22, 6.25, 5.26], [-0.50, 6.70, 4.17], [-0.46, 5.98, 2.97], [-1.15, 4.77, 2.87], [-1.01, 3.54, 1.25], [-0.26, 1.62, 1.92], [-0.21, 4.55, -0.63], [-1.77, 3.16, -1.67], [-0.88, 1.40, -2.46], [-2.98, 2.95, 0.29], [-2.99, 4.11, -2.96], [-4.33, 3.76, -3.10], [-5.11, 4.35, -4.09], [-4.57, 5.27, -4.96], [-3.24, 5.61, -4.84], [-2.45, 5.04, -3.84], [-1.06, 5.53, -3.76], [-0.83, 6.73, -3.09], [-1.97, 7.41, -2.38], [0.43, 7.29, -3.11], [1.48, 6.68, -3.78], [2.84, 7.30, -3.81], [1.24, 5.48, -4.43], [-0.02, 4.90, -4.45], [-0.27, 3.63, -5.20], [-5.04, 2.78, -2.24], [-5.78, 3.22, -1.15], [-5.77, 4.66, -0.75], [-6.53, 2.31, -0.41], [-6.59, 0.97, -0.78], [-7.36, -0.02, 0.04], [-5.91, 0.57, -1.92], [-5.10, 1.44, -2.64], [-4.32, 0.95, -3.82], [0.29, 6.65, 1.88], [-0.32, 7.69, 1.18], [-1.80, 7.92, 1.34], [0.44, 8.50, 0.35], [1.80, 8.29, 0.20], [2.65, 9.24, -0.60], [2.39, 7.21, 0.85], [1.65, 6.40, 1.70], [2.28, 5.25, 2.40], [-6.72, 0.39, 3.71], [-5.75, -0.49, 4.91], [-5.41, -0.69, 3.19], [-6.01, 2.53, 2.97], [-5.50, 4.75, 2.48], [-3.81, 5.06, 2.06], [-4.40, 5.50, 3.66], [-1.03, 2.58, 5.96], [-0.40, 1.74, 4.56], [-1.24, 0.82, 5.81], [-3.26, 0.02, 5.04], [-2.54, 4.73, 5.97], [-1.23, 6.82, 6.18], [0.05, 7.63, 4.23], [-6.15, 4.07, -4.17], [-5.18, 5.72, -5.73], [-2.78, 6.33, -5.51], [-2.40, 6.74, -1.64], [-2.76, 7.67, -3.09], [-1.63, 8.31, -1.88], [0.60, 8.23, -2.60], [2.77, 8.39, -3.77], [3.38, 7.02, -4.72], [3.42, 6.96, -2.96], [2.05, 4.98, -4.95], [0.51, 3.46, -5.95], [-1.24, 3.65, -5.70], [-0.27, 2.78, -4.51], [-5.58, 5.31, -1.60], [-4.98, 4.82, -0.02], [-6.72, 4.95, -0.28], [-7.07, 2.64, 0.46], [-8.09, 0.48, 0.67], [-6.66, -0.55, 0.69], [-7.87, -0.75, -0.59], [-6.00, -0.46, -2.26], [-4.69, -0.01, -4.17], [-3.27, 0.83, -3.54], [-4.36, 1.66, -4.64], [-2.05, 8.08, 2.39], [-2.34, 7.03, 1.00], [-2.13, 8.77, 0.75], [-0.04, 9.32, -0.17], [2.06, 9.78, -1.33], [3.45, 8.72, -1.11], [3.10, 9.98, 0.07], [3.44, 7.01, 0.72], [3.35, 5.17, 2.20], [1.80, 4.34, 2.05], [2.13, 5.30, 3.48], [1.94, 1.58, 2.55], [4.67, 1.70, 3.66], [0.75, -1.23, 1.87], [-0.37, -1.41, 2.34], [-1.49, -1.06, 1.72], [-2.58, -1.48, 2.39], [-3.74, -1.37, 2.05], [-2.09, -2.16, 3.65], [-2.76, -2.78, 4.68], [-2.00, -3.33, 5.71], [-0.61, -3.24, 5.70], [0.06, -2.61, 4.66], [-0.70, -2.09, 3.63], [-3.84, -2.83, 4.68], [-2.49, -3.83, 6.53], [-0.05, -3.66, 6.52], [1.14, -2.53, 4.64]], "mol_weight_da": 1562.924, "homo_energy_ev": -2.6, "total_charge": -2, "energy_ha": -9694.40894, "orbital_gap_ev": 6.44, "multiplicity": 1}